Entry 1:
# C6H12ClN

The molecule C6H12ClN in a non-equilibrium geometry (ωB97M-V with the def2-TZVPD basis set, the Open Molecules 2025 dataset).

Each line ends with the natural charge from an NBO analysis.
Atoms and positions in Å:
C (-0.253, -0.381, 0.540)  0.014
C (0.374, 0.362, -0.663)  0.294
C (0.539, -1.603, 1.048)  -0.611
C (-1.749, -0.785, 0.292)  -0.612
C (1.840, 0.459, -0.667)  -0.702
C (-0.423, 1.366, -1.457)  -0.696
N (-0.001, 0.812, 1.316)  -0.476
Cl (-1.356, 1.832, 1.654)  0.068
H (1.382, -1.227, 1.867)  0.223
H (0.999, -2.173, 0.321)  0.212
H (-0.133, -2.226, 1.712)  0.221
H (-2.221, 0.089, -0.228)  0.211
H (-2.241, -0.789, 1.216)  0.221
H (-1.774, -1.694, -0.161)  0.210
H (2.294, -0.304, -1.352)  0.233
H (2.253, 0.337, 0.375)  0.264
H (2.220, 1.407, -1.173)  0.215
H (0.327, 2.136, -1.595)  0.230
H (-1.263, 1.620, -0.824)  0.243
H (-0.812, 0.761, -2.221)  0.238

Forces on atoms 1 to 3 (eV/Å):
C -1.31 -1.14 -1.22
C -0.92 1.21 3.96
C 0.26 2.22 5.00

The value obtained for the total energy is -750.6062 a.u. The calculation puts the largest force on an atom at 5.48 eV/Å. The value obtained for the HOMO-LUMO gap (alpha / beta) is 0.3136 / 0.3136 Eh. As for the energy above the lowest of the compared OMol25 structures with the same formula, charge and spin: 4.537 eV. As for the net charge: 0.


Entry 2:
# C6H12ClN

The molecule C6H12ClN in a non-equilibrium geometry (ωB97M-V with the def2-TZVPD basis set, the Open Molecules 2025 dataset).

Each line ends with the natural charge from an NBO analysis.
Atoms and positions in Å:
N (-1.300, -0.909, 1.590)  -0.827
C (-0.043, -0.388, 0.870)  -0.034
C (0.153, 1.119, 1.256)  -0.412
C (0.562, 1.869, -0.047)  -0.404
C (0.628, 0.783, -1.087)  -0.389
C (-0.297, -0.343, -0.643)  -0.269
C (-0.072, -1.697, -1.222)  -0.298
Cl (-0.087, -1.578, -3.073)  -0.119
H (-1.231, -0.673, 2.540)  0.354
H (-1.220, -1.866, 1.467)  0.343
H (0.776, -1.007, 1.037)  0.169
H (1.020, 1.231, 1.953)  0.208
H (-0.766, 1.501, 1.641)  0.217
H (1.460, 2.372, 0.012)  0.210
H (-0.258, 2.515, -0.343)  0.202
H (0.262, 1.178, -2.073)  0.222
H (1.603, 0.354, -1.219)  0.196
H (-1.294, -0.008, -0.769)  0.218
H (0.905, -2.049, -1.002)  0.202
H (-0.801, -2.405, -0.889)  0.213

Forces on atoms 1 to 3 (eV/Å):
N 1.63 2.11 -2.43
C -3.60 2.06 0.35
C 2.38 -0.76 -0.34

The value obtained for the total energy is -750.7483 a.u. The calculation puts the largest force on an atom at 4.16 eV/Å. The structure (SMILES) is N[C@@H]1CCC[C@H]1CCl. The value obtained for the HOMO-LUMO gap is 0.3952 Eh. As for the energy above the lowest of the compared OMol25 structures with the same formula, charge and spin: 0.671 eV. As for the net charge: 0.


Entry 3:
# C6H12CuO9S

A structure of composition C6H12CuO9S in a non-equilibrium geometry (ωB97M-V with the def2-TZVPD basis set, the Open Molecules 2025 dataset).

Each line ends with the natural charge from an NBO analysis.
Atoms and positions in Å:
Cu (-1.301, -1.254, 0.288)  1.495
S (-1.050, -3.864, -0.327)  2.604
O (-0.544, -5.008, 0.311)  -1.051
O (-0.079, -2.741, -0.518)  -1.115
O (-1.457, -4.434, -1.678)  -1.109
O (-2.134, -3.190, 0.285)  -1.056
C (-1.772, -0.983, 3.373)  -0.225
O (-1.893, -0.244, 2.190)  -0.956
H (-0.732, -1.044, 3.694)  0.098
H (-2.282, -0.520, 4.218)  0.094
H (-2.195, -1.987, 3.351)  0.132
C (-4.102, -0.441, -1.494)  -0.212
O (-3.236, -0.152, -0.470)  -1.001
H (-3.678, 0.029, -2.382)  0.089
H (-4.164, -1.482, -1.813)  0.115
H (-5.115, -0.103, -1.275)  0.087
C (4.356, 1.726, -0.606)  -0.630
C (2.990, 2.229, -0.113)  0.081
C (2.163, 3.145, -1.135)  -0.084
O (0.956, 2.447, -1.069)  -0.475
C (0.991, 1.332, -0.417)  0.981
O (-0.003, 0.639, -0.287)  -0.556
O (2.229, 1.095, 0.014)  -0.475
H (5.155, 2.458, -0.721)  0.198
H (4.312, 1.226, -1.574)  0.219
H (4.657, 1.089, 0.226)  0.228
H (3.127, 2.813, 0.797)  0.166
H (2.675, 3.041, -2.091)  0.173
H (2.127, 4.175, -0.779)  0.186

Forces on atoms 1 to 3 (eV/Å):
Cu -2.11 -0.04 0.86
S 0.38 -3.06 -7.86
O 2.08 -2.03 3.79

The value obtained for the total energy is -2951.5211 a.u. Its spin multiplicity is 2. The calculation puts the largest force on an atom at 8.45 eV/Å. The value obtained for the HOMO-LUMO gap (alpha / beta) is 0.1404 / 0.1386 Eh. As for the energy above the lowest of the compared OMol25 structures with the same formula, charge and spin: 2.270 eV. As for the expectation value of S²: 0.752. As for the net charge: -2.


Entry 4:
# C6H12F2

A cluster of 2 separate species, C6H12F2 in total in a non-equilibrium geometry (ωB97M-V with the def2-TZVPD basis set, the Open Molecules 2025 dataset).

Each line ends with the natural charge from an NBO analysis.
Atoms and positions in Å:
C (1.502, -0.056, 1.572)  -0.709
C (1.793, 0.994, -0.785)  -0.712
C (-1.501, -1.367, 0.624)  -0.705
C (-1.813, 0.353, -1.313)  -0.706
C (0.992, 0.770, 0.449)  0.451
C (-0.997, -0.638, -0.568)  0.449
F (0.288, 1.867, 0.863)  -0.372
F (-0.227, -1.424, -1.387)  -0.378
H (2.397, 0.398, 2.015)  0.212
H (0.746, -0.135, 2.352)  0.228
H (1.769, -1.049, 1.216)  0.230
H (1.874, 0.067, -1.350)  0.239
H (2.806, 1.337, -0.547)  0.208
H (1.315, 1.750, -1.409)  0.229
H (-0.692, -1.928, 1.088)  0.226
H (-1.908, -0.662, 1.343)  0.228
H (-2.285, -2.082, 0.356)  0.210
H (-1.208, 0.825, -2.084)  0.228
H (-2.187, 1.112, -0.632)  0.233
H (-2.663, -0.133, -1.804)  0.210

Forces on atoms 1 to 3 (eV/Å):
C -0.13 0.29 -0.05
C -0.13 0.13 0.19
C 0.14 -0.01 -0.32

The value obtained for the total energy is -435.4429 a.u. The calculation puts the largest force on an atom at 1.84 eV/Å. The value obtained for the HOMO-LUMO gap (alpha / beta) is 0.3049 / 0.3055 Eh. As for the energy above the lowest of the compared OMol25 structures with the same formula, charge and spin: 0.000 eV. As for the net charge: 0.


Entry 5:
# C6H12F2GaO5

A structure of composition C6H12F2GaO5 (ωB97M-V with the def2-TZVPD basis set, the Open Molecules 2025 dataset).

Each line ends with the natural charge from an NBO analysis.
Atoms and positions in Å:
C (-2.194, 0.886, 0.143)  -0.643
C (-1.325, -0.107, -0.634)  0.070
O (-2.118, -1.025, -1.386)  -0.744
C (-0.291, 0.609, -1.500)  -0.058
O (0.666, -0.199, -2.080)  -0.916
Ga (0.282, -1.213, -3.610)  1.350
F (0.246, -2.960, -3.103)  -0.770
H (-1.873, 1.922, 0.012)  0.207
H (-2.160, 0.677, 1.213)  0.203
H (-3.232, 0.796, -0.181)  0.211
H (-0.778, -0.740, 0.078)  0.146
H (-2.103, -0.753, -2.317)  0.487
H (-0.871, 1.189, -2.250)  0.131
H (0.200, 1.358, -0.857)  0.150
H (-1.187, -0.768, -4.128)  -0.432
H (1.459, -1.057, -4.675)  -0.392
C (1.110, -0.760, 2.550)  -0.135
C (2.391, -0.035, 2.923)  0.450
O (2.230, 1.217, 2.303)  -0.497
C (0.898, 1.440, 2.087)  0.978
O (0.438, 2.451, 1.687)  -0.551
O (0.197, 0.322, 2.384)  -0.487
F (3.500, -0.643, 2.434)  -0.328
H (1.239, -1.282, 1.599)  0.227
H (0.740, -1.437, 3.314)  0.201
H (2.537, 0.112, 3.996)  0.139

Forces on atoms 1 to 3 (eV/Å):
C -0.20 0.02 0.12
C 0.25 -0.35 0.08
O -0.14 0.26 -0.09

The value obtained for the total energy is -2736.6322 a.u. The calculation puts the largest force on an atom at 0.49 eV/Å. The value obtained for the HOMO-LUMO gap is 0.2795 Eh. As for the net charge: -1.


Entry 6:
# C6H12F3O

A cluster of 2 separate species, C6H12F3O in total in a non-equilibrium geometry (ωB97M-V with the def2-TZVPD basis set, the Open Molecules 2025 dataset).

Each line ends with the natural charge from an NBO analysis.
Atoms and positions in Å:
C (-1.093, -2.543, 0.628)  -0.650
C (1.456, -0.895, -0.414)  -0.259
C (0.312, 3.806, -0.614)  -0.724
C (-1.111, -1.130, 0.087)  -0.057
C (0.266, 0.733, 0.780)  0.221
C (0.413, 2.679, -1.569)  0.981
O (0.231, -0.449, 0.226)  -0.356
F (0.152, 2.874, -2.844)  -0.294
F (-0.411, 1.698, -1.214)  -0.351
F (1.628, 2.041, -1.472)  -0.350
H (-0.259, -3.283, 0.419)  0.253
H (-1.867, -2.931, 0.171)  0.243
H (-1.118, -2.433, 1.741)  0.236
H (1.275, -0.900, -1.504)  0.237
H (2.393, -0.423, -0.121)  0.280
H (1.525, -1.987, -0.068)  0.224
H (0.565, 4.763, -1.267)  0.265
H (1.052, 3.710, 0.181)  0.264
H (-1.198, -1.169, -1.033)  0.225
H (-1.899, -0.481, 0.462)  0.249
H (-0.682, 3.819, -0.125)  0.249
H (-0.577, 0.879, 1.410)  0.114

Forces on atoms 1 to 3 (eV/Å):
C 4.62 1.99 3.39
C 0.48 -4.04 -1.30
C 0.39 2.68 -1.20

The value obtained for the total energy is -610.1815 a.u. The calculation puts the largest force on an atom at 6.06 eV/Å. The value obtained for the HOMO-LUMO gap is 0.3513 Eh. As for the energy above the lowest of the compared OMol25 structures with the same formula, charge and spin: 0.000 eV. As for the net charge: +1.


Entry 7:
# C6H12IN2O2

A cluster of 2 separate species, C6H12IN2O2 in total in a non-equilibrium geometry (ωB97M-V with the def2-TZVPD basis set, the Open Molecules 2025 dataset).

Each line ends with the natural charge from an NBO analysis.
Atoms and positions in Å:
C (-2.042, -0.700, 0.233)  0.683
C (-0.660, -1.331, 0.680)  -0.329
C (-0.622, 1.339, 0.397)  -0.323
C (0.460, 0.572, -0.273)  0.692
C (-3.137, 1.499, 0.082)  -0.444
C (1.403, -1.614, -0.789)  -0.398
N (-1.950, 0.674, 0.207)  -0.440
N (0.454, -0.743, -0.110)  -0.283
O (-2.995, -1.339, 0.001)  -0.526
O (1.288, 1.208, -1.016)  -0.593
I (4.862, -0.162, 0.303)  -0.113
H (-0.413, -1.070, 1.702)  0.234
H (-0.730, -2.370, 0.701)  0.262
H (-0.468, 1.374, 1.583)  0.262
H (-0.602, 2.424, -0.007)  0.286
H (-3.973, 0.753, 0.192)  0.259
H (-3.120, 2.308, 0.795)  0.218
H (-3.453, 1.841, -0.937)  0.224
H (0.939, -2.304, -1.471)  0.248
H (2.025, -0.917, -1.251)  0.201
H (1.846, -2.230, -0.122)  0.230
H (6.257, 0.105, -0.177)  0.127
H (2.177, 0.867, -0.888)  0.522

Forces on atoms 1 to 3 (eV/Å):
C 3.28 1.67 0.99
C -0.37 2.60 0.14
C -1.43 1.10 1.71

The value obtained for the total energy is -793.2166 a.u. The calculation puts the largest force on an atom at 3.81 eV/Å. The value obtained for the HOMO-LUMO gap is 0.3447 Eh. As for the energy above the lowest of the compared OMol25 structures with the same formula, charge and spin: 0.017 eV. As for the net charge: +1.


Entry 8:
# C6H12IrN2PS

A structure of composition C6H12IrN2PS in a non-equilibrium geometry (ωB97M-V with the def2-TZVPD basis set, the Open Molecules 2025 dataset).

Each line ends with the natural charge from an NBO analysis.
Atoms and positions in Å:
C (-0.416, 0.733, -1.054)  -0.409
C (-1.416, 1.751, -1.300)  -0.135
C (-0.683, 2.948, -1.680)  -0.196
C (0.689, 2.646, -1.750)  -0.336
C (0.859, 1.279, -1.427)  -0.073
Ir (1.054, -1.272, 0.374)  -0.122
P (0.224, -3.268, 0.881)  0.091
H (-0.693, -0.382, -0.995)  0.222
H (-2.395, 1.716, -0.918)  0.205
H (-1.128, 3.940, -1.915)  0.215
H (1.822, 0.616, -1.458)  0.236
H (1.494, 3.315, -2.073)  0.225
H (0.865, -4.550, 0.696)  0.000
H (-0.852, -3.452, -0.052)  0.000
H (-0.495, -3.570, 2.071)  -0.062
N (0.354, -1.285, 4.345)  -0.786
C (0.424, -0.325, 3.348)  0.281
N (-0.311, 0.777, 3.505)  -0.775
S (1.735, -0.367, 2.185)  -0.184
H (-0.527, -1.339, 4.782)  0.373
H (0.842, -2.145, 4.167)  0.414
H (-0.273, 1.515, 2.804)  0.429
H (-1.145, 0.747, 4.082)  0.387

Forces on atoms 1 to 3 (eV/Å):
C -1.90 -0.07 -1.41
C 3.45 -1.71 1.37
C 1.69 0.94 -0.62

The value obtained for the total energy is -1188.9290 a.u. Its spin multiplicity is 5. The calculation puts the largest force on an atom at 4.08 eV/Å. The value obtained for the HOMO-LUMO gap (alpha / beta) is 0.1705 / 0.2128 Eh. As for the expectation value of S²: 6.040. As for the net charge: 0.


Entry 9:
# C6H12N

A structure of composition C6H12N in a non-equilibrium geometry (ωB97M-V with the def2-TZVPD basis set, the Open Molecules 2025 dataset).

Each line ends with the natural charge from an NBO analysis.
Atoms and positions in Å:
C (1.736, 1.004, -1.002)  -0.285
C (1.339, 1.136, 0.274)  -0.086
C (1.062, -0.070, -1.718)  -0.233
C (-0.280, -0.027, 0.507)  0.173
C (-1.545, 0.904, 0.652)  -0.661
C (-0.150, -1.079, 1.566)  -0.689
N (-0.273, -0.439, -0.986)  -0.568
H (2.558, 1.568, -1.244)  0.270
H (1.708, 1.427, 1.212)  0.230
H (0.641, 0.128, -2.808)  0.241
H (1.830, -0.965, -1.670)  0.258
H (-2.435, 0.313, 0.189)  0.225
H (-1.280, 1.776, 0.102)  0.224
H (-1.598, 1.276, 1.694)  0.261
H (0.343, -0.761, 2.467)  0.264
H (0.534, -1.847, 1.221)  0.227
H (-1.054, -1.535, 1.887)  0.242
H (-0.938, 0.252, -1.477)  0.452
H (-0.504, -1.445, -1.161)  0.455

Forces on atoms 1 to 3 (eV/Å):
C -2.40 0.14 4.26
C -3.73 -3.83 -1.31
C -0.41 -2.30 -2.68

The value obtained for the total energy is -290.2059 a.u. The calculation puts the largest force on an atom at 5.50 eV/Å. The value obtained for the HOMO-LUMO gap is 0.4011 Eh. As for the energy above the lowest of the compared OMol25 structures with the same formula, charge and spin: 3.157 eV. As for the net charge: +1.


Entry 10:
# C6H12N

The ion C6H12N with charge +1 in a non-equilibrium geometry (ωB97M-V with the def2-TZVPD basis set, the Open Molecules 2025 dataset).

Each line ends with the natural charge from an NBO analysis.
Atoms and positions in Å:
C (-1.232, -1.740, 1.802)  -0.664
C (-0.553, -0.908, 0.794)  0.043
C (0.289, -1.186, -0.190)  0.017
N (0.380, 0.518, -0.564)  -0.226
C (-0.151, 0.867, -1.870)  -0.419
C (1.713, 1.045, -0.325)  -0.419
C (-0.595, 0.584, 0.592)  -0.231
H (-2.283, -1.871, 1.541)  0.259
H (-1.196, -1.248, 2.772)  0.250
H (-0.769, -2.720, 1.869)  0.253
H (0.851, -1.919, -0.720)  0.253
H (-0.270, 1.950, -1.954)  0.231
H (0.535, 0.534, -2.646)  0.236
H (-1.120, 0.396, -2.027)  0.236
H (1.744, 2.111, -0.559)  0.232
H (2.001, 0.897, 0.715)  0.235
H (2.434, 0.524, -0.955)  0.235
H (-1.565, 0.995, 0.298)  0.241
H (-0.214, 1.173, 1.427)  0.239

Forces on atoms 1 to 3 (eV/Å):
C -0.11 -0.10 0.09
C 0.24 0.14 -0.31
C -0.29 3.58 -0.22

The value obtained for the total energy is -290.2564 a.u. The calculation puts the largest force on an atom at 3.77 eV/Å. The structure (SMILES) is CC1=C[N+](C)(C)C1. The value obtained for the HOMO-LUMO gap is 0.4419 Eh. As for the energy above the lowest of the compared OMol25 structures with the same formula, charge and spin: 1.781 eV. As for the net charge: +1.